ORCA calculation (ωB97M-V with the def2-TZVPD basis set) on a structure of composition C37H37N3P2W at a distorted geometry.

Element x y z (Å)
W -0.509 -0.476 1.291
C 3.606 -0.033 0.929
C 2.963 1.024 0.387
C 3.345 1.636 -0.912
C 3.435 0.692 -2.123
C 2.549 -0.522 -2.124
C 2.868 -1.671 -1.515
C 4.143 -1.928 -0.785
C 4.631 -0.835 0.184
C -2.923 -0.873 0.172
H 3.649 -0.125 2.036
H 2.390 1.762 0.958
H 4.352 2.087 -0.810
H 2.631 2.447 -1.132
H 3.212 1.293 -3.020
H 4.486 0.372 -2.206
H 1.776 -0.486 -2.901
H 2.371 -2.609 -1.752
H 4.983 -2.096 -1.489
H 3.965 -2.888 -0.269
H 5.228 -1.392 0.911
H 5.320 -0.183 -0.376
H -2.593 -1.126 1.210
H -3.659 -1.626 -0.113
H -3.429 0.084 0.145
P -0.510 1.712 0.710
P -1.683 -0.902 -1.147
C -0.063 1.461 -0.965
C -0.419 0.296 -1.622
C -0.548 3.407 1.272
C 0.412 4.376 0.918
C 0.306 5.678 1.414
C -0.736 6.033 2.277
C -1.667 5.060 2.666
C -1.574 3.763 2.175
C 1.235 0.317 1.925
C 1.365 -1.171 1.818
C 1.415 -1.844 3.083
C 1.548 -1.113 4.260
C 1.568 0.279 4.276
C 1.297 1.029 3.119
C -2.819 -0.642 -2.577
C -3.476 0.596 -2.663
C -4.191 0.935 -3.814
C -4.278 0.025 -4.874
C -3.695 -1.242 -4.747
C -2.976 -1.588 -3.594
C -1.153 -2.642 -1.163
C -1.799 -3.652 -0.420
C -1.311 -4.958 -0.464
C -0.154 -5.252 -1.193
C 0.542 -4.227 -1.844
C 0.028 -2.930 -1.848
H 0.428 2.288 -1.470
H -0.136 0.241 -2.678
H 1.214 4.116 0.229
H 1.027 6.440 1.112
H -0.835 7.061 2.635
H -2.482 5.331 3.338
H -2.318 3.013 2.445
H 1.838 -1.579 0.912
H 1.444 -2.930 3.060
H 1.708 -1.629 5.214
H 1.822 0.821 5.198
H 1.123 2.119 3.124
H -3.443 1.293 -1.821
H -4.692 1.903 -3.870
H -4.800 0.308 -5.790
H -3.805 -1.969 -5.552
H -2.563 -2.596 -3.484
H -2.671 -3.420 0.193
H -1.844 -5.747 0.066
H 0.218 -6.273 -1.256
H 1.486 -4.444 -2.345
H 0.556 -2.109 -2.334
N -1.743 -0.120 2.859
C -2.687 0.213 3.520
N -3.495 0.783 4.299
C -4.817 0.737 4.318
N -5.985 0.813 4.405

Values from the calculation:
ΔE to the lowest compared entry with this formula, charge and spin ... 1.870 eV
E_LUMO (spin up / spin down) ... -7.44 / -7.84 eV
2S+1 ... 3
E_HOMO (spin up / spin down) ... -13.27 / -13.08 eV
Orbital gap (spin up / spin down) ... 5.8 / 5.2 eV
Charge ... +2
Calculated total energy ... -2345.23206 Ha
<S²> ... 2.14